1.
This record from the Open Molecules 2025 dataset describes 2 unconnected molecules or ions with the total composition C2H7BrO in a non-equilibrium geometry. The level of theory is ωB97M-V with the def2-TZVPD basis set.

Structure (XYZ):
```
11
Properties=species:S:1:pos:R:3:nbo_charge:R:1
C 0.00000 0.00000 0.00000 -0.632
C -1.48190 -0.02899 -0.48146 -0.411
Br -1.66077 -1.50654 -1.79393 -0.042
H 0.19199 -0.88659 0.62746 0.213
H 0.28341 0.90157 0.56874 0.218
H 0.63442 -0.06199 -0.90016 0.220
H -2.28306 -0.03012 0.28247 0.223
H -1.59123 0.89421 -1.08245 0.209
O -7.65854 -0.42725 -2.02494 -0.941
H -6.78328 -0.59009 -2.44406 0.471
H -7.78863 0.54578 -2.09233 0.469
```

Computed properties:
Spin multiplicity: 1
Maximum force: 1.72 eV Å⁻¹
Gap between HOMO and LUMO: 10.9347 eV
Total energy: -2729.6401 Ha
HOMO: -10.234 eV
E_LUMO: 0.70 eV
SMILES: CCBr.O
Relative energy (zero: lowest compared OMol25 entry of this formula, charge and spin): 8.0 kJ/mol

2.
This record from the Open Molecules 2025 dataset describes 7 unconnected molecules or ions with the total composition C44H49BClF6O2Si in a non-equilibrium geometry. The level of theory is ωB97M-V with the def2-TZVPD basis set.

Structure (XYZ):
```
104
Properties=species:S:1:pos:R:3:lowdin_charge:R:1
C 3.42636 -2.44492 4.47710 -0.180
Si 2.61022 -2.00342 2.79917 0.617
C 3.92568 -0.98152 1.82898 -0.198
C 2.35865 -3.59174 1.74404 -0.187
C 0.95458 -1.08787 2.98999 -0.356
O 0.66355 -0.53028 4.26179 -0.142
B -0.72537 0.00962 4.17364 -0.635
O -1.32793 -0.84693 3.11066 -0.166
C -0.40606 -1.74650 2.47566 -0.292
C -0.86591 -3.12494 3.05740 -0.130
C -0.97356 -4.28656 2.01520 -0.263
C -1.08338 -5.70326 2.66278 -0.559
Cl 0.39030 -6.18798 3.61029 0.505
H 3.27751 -3.53776 4.63852 0.021
H 3.02889 -1.86594 5.32950 0.027
H 4.52052 -2.27134 4.36790 0.018
H 4.73111 -1.71672 1.57799 0.028
H 3.53369 -0.57218 0.88045 0.020
H 4.39679 -0.22801 2.49118 0.025
H 3.31104 -3.85370 1.24060 0.023
H 1.64953 -3.29702 0.93222 0.026
H 1.91986 -4.42682 2.31937 -0.026
H 1.03046 -0.17397 2.32531 0.119
H -0.78150 1.20583 3.93527 0.038
H -1.25750 -0.06532 5.26723 0.039
H -0.50482 -1.54990 1.38668 0.124
H -0.23322 -3.39828 3.92640 0.111
H -1.88782 -2.96093 3.46006 0.122
H -1.94580 -4.14080 1.48257 0.107
H -0.19563 -4.27741 1.23005 0.080
H -1.22854 -6.45675 1.85958 0.065
H -1.95591 -5.77034 3.33826 0.070
F -5.19057 0.53120 -2.81662 0.024
C -4.62570 0.34132 -1.59915 -0.303
C -3.51232 -0.47211 -1.48830 -0.017
C -2.93111 -0.66226 -0.23931 -0.052
C -3.47361 -0.04710 0.88339 -0.060
C -4.59551 0.76307 0.75494 -0.100
C -5.17418 0.96483 -0.49402 -0.041
H -3.10751 -0.95013 -2.37226 0.113
H -2.05616 -1.29046 -0.14091 0.095
H -3.01913 -0.20157 1.85858 0.103
H -5.02169 1.23868 1.62970 0.114
H -6.04453 1.59981 -0.61234 0.114
F -1.84051 4.57951 -3.34233 0.068
C -3.15647 4.59298 -3.60782 -0.291
C -3.91017 3.45926 -3.35816 -0.004
C -5.27235 3.47729 -3.62996 -0.077
C -5.86096 4.62295 -4.15631 -0.097
C -5.09053 5.75215 -4.40671 -0.098
C -3.72994 5.74074 -4.12653 -0.034
H -3.43221 2.57495 -2.95534 0.113
H -5.87281 2.60116 -3.43273 0.091
H -6.92246 4.63347 -4.37188 0.100
H -5.54865 6.64125 -4.82151 0.105
H -3.11466 6.61295 -4.30785 0.117
F -4.73846 -3.06519 2.03012 0.073
C -6.05152 -3.05230 1.76458 -0.275
C -6.80192 -4.18888 2.01187 -0.020
C -8.16421 -4.17538 1.74097 -0.095
C -8.75738 -3.03203 1.21759 -0.109
C -7.98970 -1.89942 0.97001 -0.079
C -6.62921 -1.90469 1.24926 0.003
H -6.32040 -5.07217 2.41219 0.114
H -8.76287 -5.05605 1.93726 0.099
H -9.81941 -3.02474 1.00292 0.095
H -8.45135 -1.01031 0.55850 0.102
H -6.01740 -1.02678 1.06980 0.082
F -4.20099 6.04446 -8.25853 0.056
C -4.30652 4.71526 -8.44257 -0.282
C -4.06753 3.86324 -7.37958 -0.005
C -4.18154 2.49254 -7.56952 -0.070
C -4.52263 1.99009 -8.82072 -0.099
C -4.75530 2.85818 -9.88096 -0.092
C -4.65227 4.23049 -9.69140 -0.025
H -3.79553 4.27195 -6.41456 0.095
H -4.00419 1.81681 -6.74247 0.107
H -4.60708 0.92033 -8.96807 0.099
H -5.01697 2.46656 -10.85591 0.101
H -4.83808 4.92250 -10.50315 0.113
F 4.44891 1.54551 -0.13008 0.058
C 5.54956 2.02470 0.46670 -0.297
C 6.78384 1.82472 -0.12642 -0.017
C 7.92305 2.32600 0.49032 -0.090
C 7.81695 3.01058 1.69533 -0.109
C 6.57128 3.19952 2.28209 -0.078
C 5.42878 2.70882 1.66298 -0.015
H 6.84717 1.28148 -1.06081 0.114
H 8.89361 2.18199 0.03213 0.097
H 8.70509 3.39610 2.17630 0.087
H 6.48919 3.72851 3.22311 0.104
H 4.44928 2.85282 2.10127 0.123
F 10.38308 1.80075 2.63925 0.052
C 10.76180 0.51204 2.68241 -0.282
C 10.62209 -0.19509 3.86289 -0.013
C 11.00864 -1.52814 3.90441 -0.082
C 11.53853 -2.13414 2.77065 -0.100
C 11.67708 -1.40944 1.59310 -0.086
C 11.28174 -0.07899 1.54514 -0.020
H 10.21416 0.29619 4.73696 0.118
H 10.89690 -2.09430 4.82011 0.105
H 11.84288 -3.17290 2.80622 0.099
H 12.09295 -1.88052 0.71155 0.103
H 11.37383 0.49900 0.63435 0.113
```

Computed properties:
Spin multiplicity: 1
Maximum force: 2.76 eV Å⁻¹
Gap between HOMO and LUMO: 5.9304 eV
Total energy: -3230.3233 Ha
HOMO: -3.781 eV
E_LUMO: 2.15 eV
Charge: -1
Relative energy (zero: lowest compared OMol25 entry of this formula, charge and spin): 107.4 kJ/mol